No. 1
Formula: C13H23N4O6STi
Source: the Open Molecules 2025 dataset
Level of theory: wB97M-V/def2-TZVPD

The geometry in XYZ format:
```
48
Properties=species:S:1:pos:R:3:forces:R:3
Ti 0.14699 -0.08965 0.21787 -0.022 -0.102 0.142
O -1.82967 2.38633 0.94246 0.041 0.007 -0.026
C -0.77299 3.22392 1.41683 -0.007 -0.038 -0.006
C 0.18055 2.44139 2.29961 -0.036 0.011 -0.035
N 1.10511 1.51719 1.59674 -0.023 -0.069 -0.006
C 2.02471 2.23791 0.68693 -0.070 -0.055 0.018
C 1.59801 1.98748 -0.74772 0.187 0.211 -0.080
O 2.30639 2.17124 -1.69850 -0.098 0.014 0.017
O 0.36835 1.47893 -0.82437 -0.051 0.059 -0.044
C 1.87152 0.71355 2.56224 -0.039 0.009 -0.077
C 2.47928 -0.47215 1.82682 0.102 0.103 0.309
O 3.40052 -1.10388 2.24145 -0.036 -0.050 -0.127
O 1.84254 -0.73515 0.67134 0.098 -0.132 -0.027
H -2.57400 2.95544 0.72204 -0.013 -0.003 -0.002
H -1.18853 4.02320 2.03384 0.026 0.008 0.008
H -0.25258 3.68861 0.57479 0.010 0.008 -0.003
H -0.40312 1.85559 3.00710 0.020 0.006 0.016
H 0.78350 3.15934 2.86647 -0.004 -0.004 0.006
H 3.04564 1.87504 0.79834 -0.003 0.001 0.013
H 2.04093 3.31019 0.88889 -0.013 0.015 -0.004
H 1.19163 0.32031 3.31944 0.003 0.001 -0.005
H 2.65603 1.28419 3.06169 -0.001 0.004 0.004
C -1.41459 -0.04622 -2.42097 0.055 -0.018 -0.031
C -0.25471 -0.94502 -2.82091 -0.065 0.041 0.008
N 0.83255 -0.89664 -1.81481 0.056 -0.071 -0.049
C 1.59238 -2.16028 -1.76883 0.001 -0.028 -0.007
C 0.76557 -3.28202 -1.14084 -0.057 0.019 0.065
S -0.34520 -2.68274 0.17376 -0.027 0.022 -0.111
C -1.97740 -2.67050 -0.65219 0.068 0.007 0.048
C -2.63451 -1.29513 -0.63281 -0.001 -0.042 0.007
N -1.70981 -0.19536 -0.97782 -0.080 0.013 -0.037
H -2.29539 -0.27905 -3.02443 -0.002 -0.004 0.009
H -1.14740 0.99302 -2.59064 -0.018 0.003 0.004
H 0.11529 -0.65103 -3.80473 0.016 -0.010 0.005
H -0.58412 -1.97783 -2.90846 0.001 0.002 -0.001
H 1.47706 -0.15511 -2.08623 -0.002 -0.009 -0.014
H 2.48409 -1.98437 -1.17584 0.000 0.013 -0.001
H 1.90290 -2.45966 -2.77395 -0.001 0.009 0.001
H 1.42600 -4.01249 -0.67802 0.002 -0.011 -0.017
H 0.15058 -3.81658 -1.86289 0.019 -0.011 -0.011
H -2.61644 -3.37781 -0.12631 -0.016 -0.002 -0.020
H -1.84110 -3.04600 -1.66336 -0.014 -0.008 -0.001
H -3.01497 -1.09086 0.36476 -0.018 0.018 -0.010
H -3.48764 -1.30323 -1.31737 0.001 0.012 0.004
H -2.12768 0.67484 -0.64713 -0.011 0.000 -0.004
O -2.55246 -0.71277 3.49030 -0.012 0.020 -0.020
C -1.78041 -0.52671 2.63618 -0.003 -0.009 0.039
N -0.98342 -0.32948 1.75920 0.035 0.040 0.054
```
Forces are in eV/Å.

Results
Energy above the lowest of the compared OMol25 structures with the same formula, charge and spin = 0.00 kcal/mol
Total charge = +1
HOMO level = -12.970 eV
DFT total energy = -66049.580 eV

Atom charges from the Löwdin analysis, given in e for atoms 1 to 6: number 1, Ti, carries 1.03; number 2, O, carries -0.08; number 3, C, carries -0.20; number 4, C, carries -0.14; number 5, N, carries -0.21; number 6, C, carries -0.04


No. 2
Formula: C13H24AlF6IO3P2
Source: the Open Molecules 2025 dataset
Level of theory: wB97M-V/def2-TZVPD

The geometry in XYZ format:
```
50
Properties=species:S:1:pos:R:3:forces:R:3
C 0.29190 1.30941 -2.98338 -0.039 -0.334 -0.508
C 0.43663 1.62472 -1.53165 3.565 3.476 0.161
H 1.16419 1.69409 -3.52193 -0.230 0.003 0.176
H -0.62167 1.76934 -3.39576 0.237 -0.082 0.243
H 0.23501 0.22129 -3.16886 -0.086 0.308 0.103
O 1.33774 2.26502 -0.98868 -2.813 -2.258 -1.420
I -0.32277 -3.07056 0.01275 -0.393 -0.740 -0.585
Al 0.02812 -0.65357 -0.37321 1.422 -0.835 3.253
P 2.46450 -0.87452 -1.06604 1.255 0.538 0.191
C 3.45433 0.15929 0.06352 -0.472 0.289 0.052
C 3.22614 -2.50768 -0.76222 -0.854 -0.371 0.018
H 4.24644 -2.51382 -1.17312 -0.363 0.128 0.108
H 4.14525 -0.74916 -2.79778 -0.323 0.135 0.071
H 2.62049 -3.28766 -1.23853 0.337 -0.010 0.052
H 2.49902 -0.92628 -3.48525 0.310 0.125 0.038
H 3.43500 -0.26149 1.07575 0.000 0.118 -0.305
H 3.25648 -2.69393 0.31864 -0.015 0.038 -0.255
C 3.10025 -0.41880 -2.71806 -0.604 -0.039 -0.203
H 4.48382 0.19218 -0.31778 -0.255 -0.023 0.088
H 3.04162 0.66600 -2.87288 0.124 -0.295 0.076
H 3.02784 1.16877 0.08820 0.328 -0.165 0.128
P -2.63808 -0.71699 -0.68149 -2.333 -0.399 -0.616
C -3.66776 0.34602 0.39003 0.636 0.464 0.342
C -3.03095 -0.15168 -2.37225 0.704 0.097 -0.198
H -3.08367 -3.06261 -1.18236 -0.263 0.128 0.089
H -4.59415 -2.09339 -1.08921 0.311 0.172 0.161
H -3.74786 -2.60082 0.41040 0.104 0.060 -0.246
C -3.61184 -2.27796 -0.62978 0.664 -0.527 0.159
H -2.32559 -0.60458 -3.08148 -0.302 0.089 -0.023
H -4.04887 -0.48393 -2.61460 0.256 0.129 0.090
H -4.58988 -0.19100 0.64842 0.341 -0.042 -0.138
H -3.91195 1.27344 -0.13974 0.067 -0.213 0.189
H -2.96570 0.94107 -2.43701 -0.056 -0.237 -0.044
H -3.12270 0.59723 1.30776 -0.264 0.086 -0.057
C -0.80977 1.31706 -0.67688 -2.697 3.200 2.085
O -1.53620 2.16859 -0.24648 2.161 -3.020 -1.456
C -0.96520 -1.23322 3.00166 -0.014 -0.293 -0.079
C 0.15353 -0.28662 2.64060 0.577 1.296 0.970
O 0.36811 -0.04219 1.29240 -0.220 -0.511 -2.131
C -0.18799 1.13939 3.24126 0.002 0.397 0.986
F -0.35156 1.10918 4.59838 0.263 -0.072 -1.630
F 0.73293 2.08019 2.94298 -0.778 -0.886 0.162
F -1.37745 1.56033 2.70604 0.705 -0.297 0.183
C 1.49750 -0.81488 3.28417 0.522 -0.182 0.705
F 1.34210 -1.18573 4.58653 0.070 0.536 -1.555
F 1.90717 -1.92852 2.60004 -0.312 0.702 0.253
F 2.51646 0.08201 3.22394 -1.023 -0.788 -0.031
H -1.91296 -0.83049 2.63349 0.065 -0.119 0.116
H -0.99890 -1.32609 4.08972 -0.207 -0.067 -0.187
H -0.78137 -2.21374 2.54980 -0.111 0.292 0.420
```
Forces are in eV/Å.

Results
Energy above the lowest of the compared OMol25 structures with the same formula, charge and spin = 77.88 kcal/mol
Total charge = +2
HOMO level (alpha / beta) = -16.476 / -16.144 eV
DFT total energy = -69577.910 eV

Atom charges from the Löwdin analysis, given in e for atoms 1 to 6: number 1, C, carries 0.02; number 2, C, carries -0.42; number 3, H, carries 0.12; number 4, H, carries 0.13; number 5, H, carries 0.09; number 6, O, carries 0.19


No. 3
Formula: C13H24BClN3O2Re
Source: the Open Molecules 2025 dataset
Level of theory: wB97M-V/def2-TZVPD

The geometry in XYZ format:
```
45
Properties=species:S:1:pos:R:3:forces:R:3
Re -0.30116 -0.28712 -0.13781 0.249 0.392 -0.028
N 1.83171 -0.03849 0.20440 0.105 -0.105 0.060
C 2.25567 1.38033 0.45720 -0.031 0.219 -0.049
C 1.51001 2.23082 -0.54086 0.135 -0.037 0.068
N 0.05343 1.90470 -0.38611 0.041 -0.069 -0.028
H 2.16340 -0.62543 0.97451 -0.038 -0.012 -0.011
H 2.36528 -0.36723 -0.60577 -0.059 -0.048 0.010
H 3.33468 1.47998 0.34598 -0.012 -0.021 0.016
H 1.99246 1.64076 1.48349 -0.003 -0.026 -0.010
H 1.81212 1.99573 -1.56300 -0.043 0.012 0.005
H 1.67757 3.29454 -0.37364 0.008 -0.020 0.004
H -0.46004 2.34846 -1.14954 -0.055 -0.072 0.002
H -0.28733 2.39213 0.44627 -0.035 -0.011 -0.009
C -4.73742 -1.85131 -0.85120 0.210 -0.047 0.075
C -4.02270 -0.63755 -1.28004 -0.981 0.129 -0.597
C -3.53826 -0.60155 -2.68175 0.186 -0.041 0.172
O -2.33401 -0.76871 -0.35589 0.252 -0.386 0.162
B -2.27378 0.54298 -0.18272 0.295 0.010 0.087
O -3.16642 1.47106 -0.39606 -0.320 0.018 -0.104
C -4.46179 0.71781 -0.64431 0.305 0.232 0.336
C -5.27674 1.53180 -1.62742 -0.036 -0.045 -0.092
C -5.13613 0.59880 0.70651 0.003 -0.085 -0.082
H -4.30758 -2.75360 -1.28003 -0.014 -0.004 -0.024
H -5.75433 -1.75202 -1.25992 -0.018 0.036 0.002
H -4.83652 -1.93170 0.22818 -0.034 -0.004 -0.008
H -3.02691 -1.52264 -2.95301 -0.011 -0.015 -0.006
H -2.93084 0.27209 -2.91251 -0.028 0.020 -0.020
H -4.44056 -0.54258 -3.30343 -0.015 -0.006 -0.006
H -4.71805 1.76434 -2.53128 -0.018 0.009 0.001
H -5.57849 2.46327 -1.15077 0.033 -0.012 0.036
H -6.18792 0.99527 -1.89776 -0.003 -0.014 -0.011
H -4.54437 0.01661 1.41501 -0.013 0.005 0.021
H -6.11604 0.13338 0.60345 -0.010 -0.018 0.011
H -5.28880 1.59645 1.11353 0.024 0.008 -0.008
Cl 2.35629 -5.19106 -1.07889 -0.071 0.074 0.040
C 1.09358 -4.39712 -0.25507 -0.023 0.083 -0.010
C 0.25183 -5.08168 0.62373 0.027 0.089 -0.048
C -0.76715 -4.38219 1.25185 0.061 0.102 -0.078
C -0.92494 -3.03382 0.99523 -0.189 -0.093 0.256
N -0.10278 -2.36615 0.16196 -0.177 0.127 0.051
C 0.88665 -3.04080 -0.45372 0.286 -0.301 -0.204
H 0.39934 -6.13926 0.80116 0.006 -0.018 0.003
H -1.43814 -4.87991 1.93752 -0.015 0.012 0.014
H -1.71690 -2.46400 1.46398 0.038 -0.035 -0.018
H 1.51898 -2.50190 -1.15065 -0.011 -0.033 0.021
```
Forces are in eV/Å.

Results
Energy above the lowest of the compared OMol25 structures with the same formula, charge and spin = 0.00 kcal/mol
Spin multiplicity = 4
Total charge = +3
HOMO level (alpha / beta) = -18.647 / -18.645 eV
DFT total energy = -37737.568 eV
⟨S²⟩ = 3.7827

Atom charges from the Löwdin analysis, given in e for atoms 1 to 6: number 1, Re, carries 1.68; number 2, N, carries -0.09; number 3, C, carries -0.17; number 4, C, carries -0.17; number 5, N, carries -0.08; number 6, H, carries 0.13


No. 4
Formula: C13H24BO7P
Source: the Open Molecules 2025 dataset
Level of theory: wB97M-V/def2-TZVPD

The geometry in XYZ format:
```
46
Properties=species:S:1:pos:R:3:forces:R:3
C 5.30056 -2.58907 1.34677 -0.891 -0.454 0.429
B 5.04922 -0.97637 1.70247 0.629 -0.422 1.809
O 5.80561 -0.46962 2.89592 -2.952 -1.565 -1.290
O 4.10373 -0.10531 0.92562 -2.542 -2.381 2.221
P 2.52344 -0.69686 1.48398 2.521 -0.684 1.867
O 2.78717 -1.30037 2.92279 -1.398 1.871 -5.035
O 2.08853 -1.94609 0.29759 -0.778 3.670 1.794
O 1.46043 0.67795 1.43832 1.442 -3.630 0.064
C 0.35280 0.57630 2.39811 -1.748 0.671 1.866
C -1.14956 0.69124 1.72661 -0.859 0.247 0.306
C -2.05742 -0.69083 1.89819 -1.915 -3.659 0.246
C -1.33795 -2.16990 1.75405 -3.007 0.185 0.793
C -2.08099 -3.62199 1.92201 -1.982 3.923 0.296
C -3.69221 -3.63154 2.22504 3.061 3.898 -0.577
C -4.43410 -2.16054 2.37398 2.749 -0.247 -0.691
C -3.68329 -0.69987 2.21182 2.463 -3.786 -0.343
H 4.28898 -3.13739 1.03896 2.206 1.248 0.424
H 6.08675 -2.75081 0.49368 -1.387 0.221 1.752
H 5.62036 -3.09991 2.37552 -0.336 1.016 -2.443
H 5.42468 -0.99244 3.68783 1.011 1.138 -1.910
H 1.25160 -1.67472 -0.19338 1.419 -0.317 0.772
H 0.35180 -0.38345 3.06563 0.419 1.681 -1.436
H 0.48336 1.49408 3.15026 -0.173 -2.001 -1.812
H -1.70406 1.55523 2.33396 1.079 -1.985 -1.319
H -1.12943 1.07506 0.60023 0.138 -1.095 2.347
H -0.18372 -2.17350 1.55765 -2.439 -0.127 0.463
H -1.40001 -4.59656 1.81753 -1.878 2.382 0.268
H -4.23272 -4.66671 2.31663 0.951 2.470 -0.112
H -5.60065 -2.18254 2.59921 2.833 0.169 -0.541
H -4.28259 0.30905 2.33901 1.346 -2.413 -0.282
C 0.62300 1.73784 -2.74188 -0.061 -0.135 -0.063
O -0.75521 1.41892 -2.58261 0.078 0.468 0.016
C -1.53671 2.56028 -2.21446 -0.230 -0.424 -0.374
C -2.29598 3.12618 -3.41769 0.464 0.315 0.129
O -1.39807 3.67597 -4.38689 -0.148 -0.481 0.138
C -1.18736 2.79985 -5.48735 0.078 0.119 0.001
H 1.11171 0.90271 -3.25030 -0.143 0.034 0.090
H 0.76617 2.64140 -3.34312 -0.047 -0.059 0.074
H 1.08531 1.87221 -1.76110 0.131 0.085 0.035
H -0.90948 3.32929 -1.74694 -0.037 -0.030 -0.156
H -2.26297 2.22157 -1.46844 -0.037 0.032 -0.019
H -2.93702 3.94410 -3.07595 -0.005 -0.018 0.028
H -2.94005 2.36205 -3.87214 0.162 0.017 0.098
H -2.06616 2.80756 -6.13837 -0.007 -0.108 -0.062
H -0.97997 1.77493 -5.16222 -0.055 0.094 0.012
H -0.32756 3.16263 -6.05651 -0.127 0.066 0.126
```
Forces are in eV/Å.

Results
Total charge = 0
HOMO level = -8.763 eV
DFT total energy = -38160.569 eV

Atom charges from the Löwdin analysis, given in e for atoms 1 to 6: number 1, C, carries -0.05; number 2, B, carries -0.49; number 3, O, carries 0.00; number 4, O, carries -0.10; number 5, P, carries 0.80; number 6, O, carries -0.31


No. 5
Formula: C13H24N2NbO5
Source: the Open Molecules 2025 dataset
Level of theory: wB97M-V/def2-TZVPD

The geometry in XYZ format:
```
45
Properties=species:S:1:pos:R:3:forces:R:3
C 5.68042 0.74924 0.67207 0.005 -0.303 0.190
C 5.13631 1.79380 -0.29241 0.195 0.338 -0.062
C 3.67687 2.16126 -0.09660 -0.952 -0.099 -0.032
O 3.05113 2.24761 -1.35875 0.312 -0.106 -0.053
C 1.65948 2.57705 -1.21737 0.148 0.432 -0.100
Nb 0.08454 1.02135 -0.55255 -0.791 0.176 -0.689
C -0.48410 2.64178 0.82999 0.665 0.245 0.369
C 1.48372 -0.39357 -1.34250 1.069 0.175 0.544
C -1.51144 1.34637 -2.22693 -0.258 -0.119 0.241
O -2.67284 0.54055 -2.60934 0.195 -0.314 0.273
N -2.37636 -0.76955 -2.53728 -0.127 -0.139 -0.092
O -3.31654 -1.44636 -2.80558 0.084 0.088 -0.084
H 6.57831 0.26738 0.27465 -0.044 0.060 -0.004
H 4.93636 -0.03334 0.85025 0.077 0.016 -0.076
H 5.95345 1.15244 1.65169 -0.130 0.121 -0.073
H 5.73767 2.70773 -0.22491 0.069 -0.123 -0.126
H 5.22157 1.43599 -1.32249 -0.014 -0.039 0.097
H 3.52509 3.12569 0.41992 0.266 -0.066 0.065
H 3.11918 1.41978 0.50793 0.283 -0.008 -0.016
H 1.34935 2.85800 -2.24438 -0.042 0.024 0.111
H 1.62128 3.51518 -0.63173 -0.143 -0.052 -0.107
H -1.22019 -0.19149 0.05241 0.068 0.255 0.114
H 0.85190 0.38458 0.97296 -0.848 -0.315 -0.287
H -1.50204 2.44092 1.18740 0.035 -0.113 -0.105
H -0.47426 3.59710 0.28003 -0.137 -0.162 -0.087
H 0.15711 2.79809 1.70135 -0.045 0.006 -0.027
H 1.52803 -0.21184 -2.42723 -0.132 0.009 0.036
H 2.49724 -0.30974 -0.94395 0.021 -0.136 -0.228
H 1.11424 -1.40196 -1.12291 -0.198 0.087 -0.059
H -2.00840 2.28770 -1.94939 0.291 0.053 0.004
H -0.98335 1.52781 -3.17691 0.134 0.137 0.173
C -5.24144 -2.30030 1.06488 0.022 0.024 -0.023
C -4.95832 -3.04106 2.20656 0.016 -0.092 0.143
C -3.65904 -3.44796 2.46633 -0.037 0.060 -0.108
C -2.68524 -3.09133 1.55495 0.633 -0.110 0.028
C -2.92521 -2.35421 0.41190 -0.183 -0.182 0.195
C -4.23446 -1.95887 0.17378 0.074 0.064 -0.089
N -1.27522 -3.51690 1.81937 -0.597 0.312 -0.311
O -1.05558 -4.15280 2.83399 0.088 -0.063 0.093
O -0.44984 -3.19793 0.99723 0.206 -0.203 0.112
H -6.25857 -1.98292 0.87236 -0.003 0.000 -0.007
H -5.74805 -3.30202 2.89966 -0.013 0.014 -0.019
H -3.37377 -4.02361 3.33426 -0.109 0.014 0.034
H -2.10512 -2.09189 -0.23776 -0.055 0.062 -0.042
H -4.44389 -1.37772 -0.71496 -0.096 -0.028 0.083
```
Forces are in eV/Å.

Results
Total charge = -1
HOMO level = -4.222 eV
DFT total energy = -28628.098 eV

Atom charges from the Löwdin analysis, given in e for atoms 1 to 6: number 1, C, carries -0.12; number 2, C, carries -0.23; number 3, C, carries -0.29; number 4, O, carries -0.28; number 5, C, carries -0.35; number 6, Nb, carries 1.30